# 1
Formula: C2H5FGaO
Source: OMol25
Level of theory: wB97M-V/def2-TZVPD

Summary:
Frontier orbital gap   9.08 eV
Multiplicity   1
E_HOMO   -0.1836 hartree
Net charge   -1

Structure (XYZ):
```
10
Properties=species:S:1:pos:R:3:lowdin_charge:R:1
O 2.16490 -0.99889 0.88978 -0.008
C 1.61399 -0.40031 -0.07443 -0.424
F 2.14025 -0.65341 -1.40061 -0.049
C 0.42826 0.63524 0.09776 -0.307
Ga -1.46993 -0.19200 0.06005 0.164
H 0.55712 1.44108 -0.72059 0.050
H 0.59163 1.19221 1.09627 0.058
H -2.07184 -0.47830 1.53650 -0.163
H -1.50101 -1.47624 -0.89651 -0.157
H -2.45336 0.93062 -0.58823 -0.165
```


# 2
Formula: C2H5FIN
Source: OMol25
Level of theory: wB97M-V/def2-TZVPD

Summary:
Frontier orbital gap (alpha / beta)   8.13 / 8.24 eV
Multiplicity   1
ΔE to the lowest compared entry with this formula, charge and spin   86.20 kcal/mol
E_HOMO (alpha / beta)   -0.3139 / -0.2986 hartree

Structure (XYZ):
```
10
Properties=species:S:1:pos:R:3:lowdin_charge:R:1
C -1.24220 1.03799 -0.90135 0.054
C 0.75754 -0.45312 0.00097 -0.794
N 0.22030 -0.95289 1.16828 -0.015
F 0.72443 -1.33536 -1.14232 -0.132
I 2.72280 0.50570 0.13451 0.659
H -0.63733 1.94132 -0.67997 -0.003
H -1.20501 0.62953 -1.94122 0.014
H -1.96383 0.66773 -0.15084 0.003
H 0.15065 -0.20594 1.97013 0.145
H 0.47267 -1.83496 1.54181 0.069
```


# 3
Formula: C2H5FIP
Source: OMol25
Level of theory: wB97M-V/def2-TZVPD

Summary:
Frontier orbital gap (alpha / beta)   8.10 / 7.39 eV
Multiplicity   1
ΔE to the lowest compared entry with this formula, charge and spin   100.41 kcal/mol
E_HOMO (alpha / beta)   -0.3124 / -0.2942 hartree

Structure (XYZ):
```
10
Properties=species:S:1:pos:R:3:lowdin_charge:R:1
C 1.34648 -0.10940 -0.53353 -0.243
C -1.10417 1.31599 0.49859 -0.613
F 0.24435 -1.82523 1.01925 -0.385
P 0.12866 -1.34661 -0.52792 0.614
I -2.65032 0.00536 0.15553 0.766
H 1.46709 0.46804 -1.43357 -0.001
H 1.68720 0.30942 0.39409 0.001
H -0.84591 1.43917 1.53369 -0.039
H -1.11097 2.21399 -0.09519 -0.042
H 0.83760 -2.47073 -1.01095 -0.058
```


# 4
Formula: C2H5FN2O
Source: OMol25
Level of theory: wB97M-V/def2-TZVPD

Summary:
Frontier orbital gap   10.73 eV
SMILES string   CCO/N=N/F
Multiplicity   1
ΔE to the lowest compared entry with this formula, charge and spin   103.75 kcal/mol
E_HOMO   -0.3802 hartree

Structure (XYZ):
```
11
Properties=species:S:1:pos:R:3:lowdin_charge:R:1
C -1.45281 0.50322 0.39623 -0.084
C -0.61800 -0.57601 -0.35457 -0.237
O 0.65013 -0.82410 0.35843 -0.140
N 1.56282 0.00308 -0.19697 0.027
N 2.78332 -0.26498 0.29494 0.021
F 3.58707 0.68127 -0.15240 -0.060
H -0.93927 1.52731 0.33320 0.092
H -2.32207 0.62257 -0.29124 0.082
H -1.50952 0.24906 1.44698 0.066
H -0.61166 -0.36642 -1.45448 0.120
H -1.13001 -1.55501 -0.38012 0.112
```


# 5
Formula: C2H5FN2O
Source: OMol25
Level of theory: wB97M-V/def2-TZVPD

Summary:
Frontier orbital gap   10.52 eV
SMILES string   NNC(=O)CF
Multiplicity   1
ΔE to the lowest compared entry with this formula, charge and spin   11.68 kcal/mol
E_HOMO   -0.3620 hartree

Structure (XYZ):
```
11
Properties=species:S:1:pos:R:3:lowdin_charge:R:1
N -1.42354 -0.11693 0.56835 0.005
N -0.15634 -0.35316 0.99997 -0.060
C 0.94179 -0.08730 0.22786 -0.464
O 2.07400 -0.29273 0.60492 0.074
C 0.59612 0.42864 -1.19681 -0.139
F 1.78247 0.60470 -1.85965 -0.025
H -1.95192 -0.99283 0.51697 0.102
H -1.97820 0.61171 1.03071 0.103
H 0.11310 -0.87730 1.84211 0.160
H 0.05101 1.37038 -1.00730 0.120
H -0.04850 -0.29517 -1.72712 0.124
```


# 6
Formula: C2H5FN2O
Source: OMol25
Level of theory: wB97M-V/def2-TZVPD

Summary:
Frontier orbital gap   9.65 eV
Multiplicity   1
ΔE to the lowest compared entry with this formula, charge and spin   67.06 kcal/mol
E_HOMO   -0.3289 hartree

Structure (XYZ):
```
11
Properties=species:S:1:pos:R:3:lowdin_charge:R:1
C 0.35069 0.73587 0.81643 -0.450
C -0.88379 -0.21032 -1.45182 -0.124
N 0.70842 0.11141 1.88261 0.172
N -0.21750 -0.71289 -0.28074 -0.065
O 0.24113 1.80362 0.35865 0.140
F 1.17733 -1.07100 -0.64678 -0.172
H -0.93418 0.81602 -1.59944 0.038
H -0.50646 -0.78466 -2.24355 0.067
H -1.97765 -0.34824 -1.11027 0.120
H 0.52916 -0.86514 1.81672 0.096
H 1.51285 0.52534 2.45819 0.178
```


# 7
Formula: C2H5FN2O2
Source: OMol25
Level of theory: wB97M-V/def2-TZVPD

Summary:
Frontier orbital gap   9.43 eV
SMILES string   O/N=C(/CF)NO
Multiplicity   1
ΔE to the lowest compared entry with this formula, charge and spin   3.54 kcal/mol
E_HOMO   -0.3248 hartree

Structure (XYZ):
```
12
Properties=species:S:1:pos:R:3:lowdin_charge:R:1
O 1.82296 -1.35722 -0.02422 -0.082
N 0.43041 -1.30689 -0.03950 0.031
C 0.07373 -0.09136 0.09933 -0.361
C -1.42742 0.20566 0.23544 -0.120
F -2.19373 -0.86421 -0.19018 -0.038
N 0.89520 0.95892 0.16976 -0.008
O 0.40904 2.24836 -0.07915 -0.021
H 1.97836 -2.31781 -0.11252 0.105
H -1.67392 0.50133 1.25945 0.132
H -1.75329 1.00276 -0.40210 0.104
H 1.87081 0.82918 -0.09060 0.147
H 0.30853 2.38324 -1.03612 0.112
```


# 8
Formula: C2H5FO
Source: OMol25
Level of theory: wB97M-V/def2-TZVPD

Summary:
Frontier orbital gap (alpha / beta)   6.20 / 8.51 eV
Multiplicity   3
ΔE to the lowest compared entry with this formula, charge and spin   51.32 kcal/mol
E_HOMO (alpha / beta)   -0.1930 / -0.4272 hartree

Structure (XYZ):
```
9
Properties=species:S:1:pos:R:3:lowdin_charge:R:1
C -1.05568 -0.42934 0.04672 -0.075
C 0.44872 -0.15550 0.10910 -0.397
O 0.79635 1.55250 -0.32377 0.138
F 0.94621 -0.20832 1.38392 -0.035
H -1.58146 0.53093 0.33769 0.095
H -1.09481 -0.56428 -0.99435 0.045
H -1.27365 -1.34730 0.55718 0.064
H 1.10214 -0.70438 -0.58267 0.099
H 1.71218 1.32568 -0.53381 0.065
```


# 9
Formula: C2H5FS
Source: OMol25
Level of theory: wB97M-V/def2-TZVPD

Summary:
Frontier orbital gap   8.51 eV
SMILES string   CC=S.F
Multiplicity   1
ΔE to the lowest compared entry with this formula, charge and spin   14.79 kcal/mol
E_HOMO   -0.3571 hartree

Structure (XYZ):
```
9
Properties=species:S:1:pos:R:3:lowdin_charge:R:1
C -1.39913 0.17582 -0.52407 -0.196
C -0.26018 -0.18844 0.33809 -0.581
S 0.90387 0.93159 0.79863 0.748
H -2.20004 -0.65022 -0.50889 0.102
H -1.12524 0.40429 -1.54520 0.080
H -2.02006 1.01799 -0.24405 0.071
H 0.06032 -1.27904 0.47796 0.088
F 3.46287 -0.40049 0.55754 -0.194
H 2.57760 -0.01149 0.64999 -0.118
```


# 10
Formula: C2H5HgO3
Source: OMol25
Level of theory: wB97M-V/def2-TZVPD

Summary:
Frontier orbital gap (alpha / beta)   9.20 / 7.61 eV
Multiplicity   3
ΔE to the lowest compared entry with this formula, charge and spin   0.00 kcal/mol
E_HOMO (alpha / beta)   -0.5153 / -0.5586 hartree
Net charge   +1

Structure (XYZ):
```
11
Properties=species:S:1:pos:R:3:lowdin_charge:R:1
H -0.99432 1.01420 2.23975 0.111
O 0.67487 1.25361 1.07114 -0.183
O 1.34041 0.24697 1.55719 -0.173
C -0.72535 1.15731 1.18733 -0.026
H -1.12521 2.08310 0.76443 0.107
Hg 2.74285 -0.89484 -0.17898 1.067
O 0.97622 -1.35142 -1.67695 -0.210
C -0.23861 -1.14040 -1.72611 -0.045
H -0.70719 -0.92533 -2.70293 0.116
H -0.87938 -1.68024 -1.00086 0.107
H -1.06430 0.23705 0.46600 0.129
```


Which E belongs to each record? In order, -2179.0899 -531.3697 -817.9770 -363.6456 -363.7923 -363.7041 -438.9368 -254.0532 -577.2111 -457.8404 Eh.